Entry from the Open Molecules 2025 dataset: a cluster of 2 separate species, C3H2ClFIO2 in total in a non-equilibrium geometry (wB97M-V/def2-TZVPD).

Cartesian coordinates (Å):
C 0.42 -1.73 -0.17
C -1.03 1.05 0.46
C 0.73 -0.13 -0.35
O -0.12 -2.09 -1.15
O 0.74 -2.22 0.87
F 0.72 0.43 -1.52
Cl -1.86 1.82 -0.84
I 2.44 0.70 0.71
H -0.49 1.85 1.12
H -1.57 0.33 0.88

## Properties
- Kohn-Sham gap (eV) = 7.41
- ΔE to the lowest compared entry with this formula, charge and spin (kJ/mol) = 235.7
- LUMO energy (eV) = 2.882
- E_HOMO (Eh) = -0.1664
- net charge = -1

Mulliken charges, unit e, in atom order: atom 1 (C): 0.5858, atom 2 (C): -0.4968, atom 3 (C): 0.1021, atom 4 (O): -0.6167, atom 5 (O): -0.6479, atom 6 (F): -0.2186, atom 7 (Cl): -0.1909, atom 8 (I): -0.0711, atom 9 (H): 0.2323, atom 10 (H): 0.3218

***

Entry from the Open Molecules 2025 dataset: a cluster of 2 separate species, C5H10S3 in total in a non-equilibrium geometry (wB97M-V/def2-TZVPD).

Cartesian coordinates (Å):
C 1.37 0.74 -2.42
C -1.17 -1.23 1.11
C 0.12 1.82 0.30
C -0.33 -0.72 -0.08
C 0.50 0.45 0.27
S 0.99 2.30 -2.62
S 2.28 -0.41 -3.22
S 2.10 0.18 0.98
H -0.49 -1.71 1.75
H -1.40 -0.37 1.62
H -2.04 -1.94 0.74
H 0.66 2.57 0.92
H -0.96 1.78 0.47
H 0.52 2.34 -0.81
H -0.92 -0.24 -0.90
H 0.46 -1.41 -0.50
H 3.26 0.33 -3.91
H 2.49 -0.83 0.20

## Properties
- Kohn-Sham gap (alpha / beta) (eV) = 6.75 / 6.19
- ΔE to the lowest compared entry with this formula, charge and spin (kJ/mol) = 464.0
- LUMO energy (alpha / beta) (eV) = -0.434 / -0.733
- E_HOMO (alpha / beta) (Eh) = -0.2639 / -0.2543

Mulliken charges, unit e, in atom order: atom 1 (C): 0.1321, atom 2 (C): -1.2280, atom 3 (C): -0.7048, atom 4 (C): -0.3421, atom 5 (C): 0.2573, atom 6 (S): -0.3582, atom 7 (S): -0.1811, atom 8 (S): -0.1729, atom 9 (H): 0.3657, atom 10 (H): 0.4154, atom 11 (H): 0.2813, atom 12 (H): 0.4407, atom 13 (H): 0.2828, atom 14 (H): -0.0805, atom 15 (H): 0.2798, atom 16 (H): 0.3588, atom 17 (H): 0.1306, atom 18 (H): 0.1231

***

Entry from the Open Molecules 2025 dataset: a cluster of 2 separate species, C46H46N5 in total in a non-equilibrium geometry (wB97M-V/def2-TZVPD).

Cartesian coordinates (Å):
C 3.79 -0.81 1.66
C 3.91 0.22 0.74
C 3.03 1.30 0.75
C 2.00 1.33 1.70
C 0.89 2.36 1.63
N -0.39 1.81 2.14
C -1.32 2.74 2.85
C -2.65 2.97 2.16
C -3.82 2.95 2.93
C -5.06 3.07 2.31
C -5.15 3.24 0.93
C -3.98 3.39 0.18
C -2.73 3.27 0.80
C -0.72 0.53 1.96
C -1.78 -0.10 2.63
C -2.50 -1.08 1.97
C -3.95 -1.01 1.86
C -4.65 -1.44 0.70
C -5.99 -1.14 0.51
C -6.69 -0.39 1.47
C -6.02 0.05 2.62
C -4.69 -0.30 2.84
C 2.00 0.39 2.74
C 2.84 -0.72 2.68
H 4.42 -1.69 1.59
H 4.70 0.16 -0.01
H 3.14 2.11 0.02
H 1.14 3.25 2.23
H 0.74 2.70 0.59
H -1.49 2.35 3.86
H -0.78 3.69 2.94
H -3.74 2.81 4.01
H -5.97 3.02 2.92
H -6.13 3.28 0.44
H -4.03 3.59 -0.89
H -1.80 3.40 0.23
H -0.16 -0.05 1.22
H -2.03 0.25 3.64
H -1.99 -1.76 1.29
H -4.07 -1.98 -0.06
H -6.51 -1.47 -0.40
H -7.75 -0.15 1.35
H -6.53 0.68 3.35
H -4.17 0.05 3.73
H 1.30 0.48 3.57
H 2.73 -1.50 3.42
C 4.32 -5.95 10.09
C 3.08 -5.37 10.40
C 2.12 -5.21 9.40
C 2.40 -5.58 8.08
C 1.31 -5.49 7.03
N 1.61 -6.20 5.77
C 1.89 -7.62 5.86
C 2.27 -8.26 4.53
N 3.02 -7.34 3.71
C 3.71 -7.92 2.59
C 4.68 -6.90 2.04
N 4.04 -5.65 1.72
C 4.99 -4.73 1.06
C 4.39 -3.89 -0.03
C 5.15 -2.83 -0.53
C 4.60 -1.98 -1.49
C 3.32 -2.20 -1.98
C 2.58 -3.30 -1.53
C 3.15 -4.19 -0.60
C 3.06 -5.19 2.58
C 2.42 -3.92 2.46
N 1.42 -3.53 3.25
C 1.14 -4.23 4.35
C 1.74 -5.50 4.60
C 2.61 -6.04 3.61
C 3.70 -5.99 7.74
C 4.60 -6.31 8.77
H 5.06 -6.12 10.88
H 2.85 -5.06 11.42
H 1.13 -4.79 9.61
H 0.36 -5.87 7.46
H 1.15 -4.43 6.82
H 2.70 -7.82 6.57
H 1.01 -8.12 6.27
H 2.92 -9.12 4.69
H 1.36 -8.63 4.03
H 4.25 -8.79 2.95
H 3.00 -8.22 1.81
H 5.50 -6.73 2.76
H 5.11 -7.27 1.11
H 5.49 -4.07 1.80
H 5.78 -5.34 0.61
H 6.14 -2.66 -0.12
H 5.19 -1.13 -1.85
H 2.89 -1.51 -2.71
H 1.57 -3.47 -1.89
H 2.61 -5.09 -0.32
H 2.77 -3.21 1.72
H 0.41 -3.79 5.02
H 3.99 -6.12 6.70
H 5.53 -6.84 8.53

## Properties
- Kohn-Sham gap (eV) = 4.60
- LUMO energy (eV) = -4.214
- E_HOMO (Eh) = -0.3239
- net charge = +1

Mulliken charges, unit e, in atom order: atom 1 (C): -0.4440, atom 2 (C): -0.7393, atom 3 (C): -0.8043, atom 4 (C): 0.3009, atom 5 (C): -0.4878, atom 6 (N): 0.2191, atom 7 (C): -1.4488, atom 8 (C): 0.7175, atom 9 (C): -0.4080, atom 10 (C): -0.5646, atom 11 (C): -0.4670, atom 12 (C): -0.6915, atom 13 (C): -0.2392, atom 14 (C): -0.4221, atom 15 (C): -0.0518, atom 16 (C): -0.9916, atom 17 (C): 0.7558, atom 18 (C): -0.5702, atom 19 (C): -0.5801, atom 20 (C): -0.4484, atom 21 (C): -0.5833, atom 22 (C): -0.1745, atom 23 (C): -0.3683, atom 24 (C): -0.5697, atom 25 (H): 0.8024, atom 26 (H): 0.4973, atom 27 (H): 0.4043, atom 28 (H): 0.4068, atom 29 (H): 0.2769, atom 30 (H): 0.4421, atom 31 (H): 0.5707, atom 32 (H): 0.3775, atom 33 (H): 0.4769, atom 34 (H): 0.4344, atom 35 (H): 0.4139, atom 36 (H): 0.3354, atom 37 (H): 0.4699, atom 38 (H): 0.6833, atom 39 (H): 0.5081, atom 40 (H): 0.3588, atom 41 (H): 0.4034, atom 42 (H): 0.4030, atom 43 (H): 0.4803, atom 44 (H): 0.3126, atom 45 (H): 0.4817, atom 46 (H): 0.5018, atom 47 (C): -0.4899, atom 48 (C): -0.4543, atom 49 (C): -0.6117, atom 50 (C): 0.8172, atom 51 (C): -1.2321, atom 52 (N): 0.0586, atom 53 (C): -0.8086, atom 54 (C): -0.7804, atom 55 (N): 0.1130, atom 56 (C): -0.9053, atom 57 (C): -0.7476, atom 58 (N): 0.3093, atom 59 (C): -1.1928, atom 60 (C): 0.5656, atom 61 (C): -0.3873, atom 62 (C): -0.5864, atom 63 (C): -0.4827, atom 64 (C): -0.7866, atom 65 (C): -0.1135, atom 66 (C): 0.2295, atom 67 (C): -0.8248, atom 68 (N): -0.5575, atom 69 (C): -1.4157, atom 70 (C): 0.8275, atom 71 (C): 0.6862, atom 72 (C): -0.3145, atom 73 (C): -0.6402, atom 74 (H): 0.3704, atom 75 (H): 0.3600, atom 76 (H): 0.3563, atom 77 (H): 0.3536, atom 78 (H): 0.3099, atom 79 (H): 0.5192, atom 80 (H): 0.3536, atom 81 (H): 0.3802, atom 82 (H): 0.3083, atom 83 (H): 0.4266, atom 84 (H): 0.3451, atom 85 (H): 0.3807, atom 86 (H): 0.4962, atom 87 (H): 0.2883, atom 88 (H): 0.5340, atom 89 (H): 0.3313, atom 90 (H): 0.5636, atom 91 (H): 0.4284, atom 92 (H): 0.4294, atom 93 (H): 0.3770, atom 94 (H): 0.5152, atom 95 (H): 0.4557, atom 96 (H): 0.5006, atom 97 (H): 0.3617